Below is 5 unconnected molecules or ions with the total composition C12H33NO5 in a non-equilibrium geometry, with properties calculated with ωB97M-V/def2-TZVPD.

Each line ends with the Löwdin charge.
Positions of all 51 atoms, in Å:
O (-3.548, -0.241, -2.773)  -0.075
O (-2.490, -0.574, 2.192)  -0.072
O (4.298, 1.390, -0.586)  -0.022
O (-2.629, -2.002, -0.337)  -0.064
O (-4.602, -4.134, 0.033)  -0.045
N (3.105, 0.654, -0.737)  -0.111
C (-2.748, 0.688, 1.538)  -0.476
C (4.492, -1.358, -0.640)  -0.044
C (3.029, -0.796, 1.307)  -0.034
C (-2.110, 1.839, 2.328)  -0.050
C (2.183, 2.646, -1.749)  -0.034
C (2.047, -1.494, -0.872)  -0.137
C (0.771, 0.626, -1.461)  -0.139
C (0.672, -0.816, -0.942)  -0.170
C (1.418, 1.965, 0.544)  -0.024
C (1.875, 1.446, -0.840)  -0.512
C (-4.237, 0.879, 1.371)  -0.056
C (3.190, -0.708, -0.202)  -0.524
H (5.334, -0.968, -0.062)  0.082
H (0.592, 2.681, 0.549)  0.074
H (-2.295, 0.669, 0.546)  0.127
H (4.472, -2.435, -0.476)  0.087
H (1.265, 3.208, -1.915)  0.088
H (-3.062, -2.866, -0.223)  0.012
H (2.290, -1.881, -1.866)  0.118
H (-2.783, 2.275, 3.066)  0.078
H (-4.754, 0.758, 2.327)  0.084
H (2.019, -0.664, 1.691)  0.067
H (-5.472, -3.737, -0.091)  0.054
H (4.684, -1.143, -1.691)  0.087
H (1.104, 1.106, 1.136)  0.057
H (-1.776, 2.584, 1.603)  0.073
H (-1.202, 1.535, 2.850)  0.077
H (-2.914, -0.539, 3.056)  0.095
H (0.747, 0.638, -2.556)  0.121
H (1.861, -2.405, -0.287)  0.120
H (-2.795, -1.521, 0.491)  0.001
H (-4.344, -0.589, -3.187)  0.026
H (-4.436, 1.879, 0.981)  0.090
H (-0.218, 1.050, -1.239)  0.115
H (0.220, -0.784, 0.057)  0.096
H (-4.667, 0.150, 0.682)  0.075
H (3.434, -1.737, 1.685)  0.084
H (3.614, 0.006, 1.772)  0.091
H (-0.031, -1.447, -1.484)  0.106
H (-3.339, -0.871, -2.066)  -0.008
H (4.613, 1.493, -1.492)  0.103
H (2.493, 2.311, -2.743)  0.086
H (2.239, 2.473, 1.056)  0.088
H (2.991, 3.210, -1.290)  0.077
H (-4.598, -4.445, 0.947)  0.055

Force components x, y, z for each atom (eV/Å):
-0.1 -0.1 0.1
0.1 0.1 -0.6
-0.2 0.2 0.5
-0.2 0.0 -0.1
-0.1 -0.1 0.2
0.0 -0.9 -1.3
0.0 0.3 0.9
0.6 0.4 0.3
0.7 0.5 0.8
0.3 -0.1 -0.4
-0.2 -0.5 0.0
-1.1 -0.9 0.1
-1.6 -1.1 -0.5
0.6 0.5 0.7
0.2 -0.1 0.3
0.4 1.0 0.4
-0.3 0.1 -0.2
-1.2 0.0 -0.7
0.0 0.0 -0.1
-0.1 -0.1 -0.5
0.2 -0.5 0.1
-0.2 0.0 -0.1
0.1 0.3 0.3
0.0 0.4 0.0
0.4 0.4 -0.1
-0.1 0.1 -0.1
0.1 0.2 0.1
-0.1 -0.2 -0.3
0.1 0.0 0.0
-0.1 -0.1 0.0
0.0 0.1 0.2
-0.3 0.3 0.2
-0.1 -0.3 -0.1
0.0 0.0 0.0
0.7 0.0 0.0
0.4 0.0 0.1
0.2 -0.3 0.0
0.1 0.0 0.0
-0.1 0.0 0.0
0.3 0.5 0.2
0.2 0.0 0.1
0.1 0.0 -0.1
-0.1 -0.1 0.0
0.1 -0.1 0.0
0.1 0.2 -0.4
0.1 0.0 0.1
0.1 0.0 0.1
0.2 -0.1 0.1
0.1 -0.2 0.0
-0.3 0.5 -0.1
0.0 0.0 -0.1

Summary:
HOMO-LUMO gap = 8.022 eV
relative energy (zero: lowest compared OMol25 entry of this formula, charge and spin) = 0.000 eV
SMILES = CC1(C)CCCC(C)(C)N1O.CC(C)O.O.O.O
multiplicity = 1
charge = 0
highest occupied orbital energy = -7.775 eV
molecular weight = 271.40 g mol⁻¹


Below is a molecular structure, C12H34Ba3F3O10 in a non-equilibrium geometry, with properties calculated with ωB97M-V/def2-TZVPD.

Each line ends with the Löwdin charge.
Positions of all 62 atoms, in Å:
Ba (-0.603, 1.232, -3.587)  1.920
Ba (-4.976, -0.823, 1.668)  1.843
Ba (-3.391, -1.473, -2.065)  1.738
F (0.400, 6.195, -2.093)  0.134
F (0.432, 6.427, 0.032)  0.162
F (-1.415, 6.489, -1.137)  0.127
O (-3.057, -0.207, 3.744)  -0.263
O (1.424, 0.168, -5.053)  -0.291
O (2.922, -0.770, 3.485)  -0.100
O (1.283, -3.409, -2.203)  -0.116
O (-2.806, -5.282, 2.275)  -0.069
O (1.831, 2.199, -2.911)  -0.312
O (-0.884, 3.981, 0.549)  -0.120
O (-2.452, -0.195, 0.489)  -0.626
O (-1.096, 3.469, -1.721)  -0.418
O (-0.595, -1.049, -1.951)  -0.654
C (-0.168, -0.468, -0.726)  -0.346
C (-1.059, -0.511, 0.620)  -0.310
C (-0.232, 5.840, -0.968)  -0.558
C (2.515, -1.725, 2.530)  -0.181
C (0.587, -4.423, -2.827)  -0.169
C (-0.727, 3.393, 2.857)  -0.072
C (-2.639, -1.210, 4.732)  -0.084
C (-2.151, -3.980, 2.129)  -0.142
C (-0.376, 4.322, -0.781)  -0.376
C (2.991, 1.477, -2.485)  -0.083
C (0.124, 3.696, 1.609)  -0.222
C (1.726, -1.206, -4.801)  -0.131
H (-1.329, -3.974, 2.845)  0.098
H (0.096, 0.527, -1.084)  0.036
H (-0.612, -0.064, 1.508)  0.108
H (3.821, 2.159, -2.670)  0.110
H (-0.461, -4.238, -2.590)  0.054
H (-3.580, -5.254, 1.708)  0.062
H (0.741, -4.504, -3.903)  0.089
H (1.494, -2.097, 2.436)  0.058
H (1.875, -1.837, -5.677)  0.107
H (0.783, -5.343, -2.277)  0.095
H (-1.587, -3.865, 1.203)  0.071
H (-3.398, -1.513, 5.453)  0.100
H (0.619, 3.878, -0.805)  0.120
H (0.667, -2.677, -2.121)  0.005
H (0.766, 4.524, 1.910)  0.118
H (-2.236, -2.156, 4.369)  0.063
H (3.881, -0.744, 3.453)  0.089
H (2.145, 2.972, -3.385)  0.098
H (-2.739, -3.079, 2.303)  0.012
H (0.660, 2.764, 1.431)  0.103
H (-0.009, 3.448, 3.675)  0.082
H (-1.094, 2.384, 2.672)  0.043
H (-1.063, -1.520, 1.032)  0.070
H (2.635, -1.335, -4.214)  0.095
H (2.730, -1.436, 1.502)  0.062
H (2.149, 0.365, -5.650)  0.109
H (-2.261, 0.170, 3.362)  0.056
H (3.166, -2.582, 2.706)  0.087
H (0.948, -1.675, -4.197)  0.052
H (-1.393, 4.239, 3.028)  0.089
H (3.077, 0.478, -2.910)  0.073
H (-1.784, -0.822, 5.286)  0.107
H (0.829, -0.772, -0.406)  0.111
H (2.857, 1.426, -1.404)  0.092

Force components x, y, z for each atom (eV/Å):
1.2 2.0 1.6
2.3 1.2 1.5
2.9 0.4 0.7
1.1 -0.9 -0.5
-0.1 -0.5 0.3
-0.1 -0.6 1.0
-1.0 -1.6 -0.1
0.2 -0.7 -0.4
-1.4 0.4 -0.1
1.0 1.2 0.3
0.4 2.3 -0.3
-0.9 -0.2 -0.9
1.6 0.7 0.2
-2.3 -0.9 -1.1
1.0 1.2 0.0
-2.8 -0.9 -0.1
0.1 1.3 0.8
-0.5 -1.4 -1.1
-1.8 1.3 -1.1
1.8 -1.0 -0.8
-1.0 -0.9 0.8
1.5 0.7 -0.7
1.1 -0.1 0.7
0.9 -1.8 0.3
-0.6 -4.3 -0.1
0.0 0.9 1.1
-2.3 0.2 0.1
0.1 -1.5 0.9
-0.3 0.0 0.4
-0.4 1.1 1.2
0.3 1.3 -0.5
0.4 -0.7 -0.1
-0.8 -0.2 -0.5
-0.1 -0.5 0.0
0.1 -0.1 0.0
-0.4 0.6 1.3
-0.3 0.4 -0.4
0.3 -0.3 -0.6
-0.4 -0.2 -0.6
-0.4 0.8 -0.3
0.7 0.7 0.1
0.1 0.5 0.1
0.2 0.1 -0.9
-0.3 0.1 -1.0
0.0 0.0 0.1
-0.2 0.3 0.0
-0.6 0.1 0.2
0.5 0.2 -0.7
-0.2 -0.6 0.3
-0.8 0.2 0.6
0.4 -0.8 -0.6
0.1 0.3 0.1
0.2 0.5 -0.2
-0.1 1.1 -0.3
0.2 0.3 0.0
-0.4 -0.6 -0.3
-0.2 0.2 0.0
-0.6 -0.6 -0.1
0.1 0.3 -0.2
-0.3 0.4 0.2
0.1 -1.0 0.0
0.4 -0.4 0.1

Summary:
HOMO-LUMO gap = 2.554 eV
relative energy (zero: lowest compared OMol25 entry of this formula, charge and spin) = 0.000 eV
multiplicity = 1
charge = +3
highest occupied orbital energy = -14.165 eV
molecular weight = 807.37 g mol⁻¹


Below is 4 unconnected molecules or ions with the total composition C12H35BN2O19P3S5 in a non-equilibrium geometry, with properties calculated with ωB97M-V/def2-TZVPD.

Each line ends with the Löwdin charge.
Positions of all 77 atoms, in Å:
S (1.391, 1.886, -0.352)  0.438
S (-0.237, -2.525, 4.734)  0.580
S (-5.948, 3.479, 0.155)  0.582
S (1.000, -0.765, -2.100)  0.459
S (-7.720, 5.607, -6.236)  0.592
P (2.173, -0.193, -0.174)  0.208
P (3.357, 0.473, 1.669)  0.555
P (0.283, -0.761, 1.045)  0.601
O (0.833, -2.861, 3.873)  -0.234
O (4.724, -0.682, -1.587)  0.088
O (-0.446, -0.782, -1.887)  -0.445
O (-5.544, 2.047, 0.724)  -0.190
O (-4.493, 3.960, -0.279)  -0.192
O (-0.754, -3.885, 5.416)  -0.188
O (4.054, 1.551, -1.747)  0.080
O (-6.427, 5.904, -6.731)  -0.219
O (-0.115, -1.526, 5.729)  -0.208
O (4.385, 1.505, 1.335)  -0.509
O (8.158, -3.465, -0.280)  -0.052
O (-1.548, -2.221, 3.871)  -0.199
O (-7.654, 4.301, -5.317)  -0.186
O (-6.732, 3.318, -1.019)  -0.240
O (-8.063, 6.656, -5.074)  -0.192
O (2.805, -1.795, -0.138)  -0.451
O (-6.413, 4.276, 1.232)  -0.225
O (-8.834, 5.488, -7.102)  -0.224
O (1.486, -2.037, -2.610)  -0.404
N (4.827, -3.247, 1.265)  -0.035
N (-0.828, 0.370, 1.103)  -0.379
C (-2.172, -3.993, 5.248)  -0.169
C (7.226, -1.646, 1.031)  -0.031
C (-4.166, 1.761, 0.400)  -0.154
C (-3.497, 3.111, 0.337)  -0.139
C (1.320, 0.413, -3.411)  -0.195
C (-8.368, 5.963, -3.855)  -0.159
C (-2.439, -3.340, 3.907)  -0.162
C (-7.566, 4.684, -3.933)  -0.162
C (3.580, -3.807, 0.769)  -0.203
C (6.943, -2.806, 0.100)  -0.431
C (6.043, -3.833, 0.714)  -0.192
C (2.495, -2.754, 0.834)  -0.338
B (3.795, 0.303, -1.271)  -0.819
H (8.099, -1.089, 0.724)  0.078
H (3.652, -4.213, -0.237)  0.119
H (3.270, -4.608, 1.439)  0.114
H (3.956, -0.625, 2.337)  -0.013
H (-2.469, -5.037, 5.273)  0.133
H (4.343, -1.258, -2.275)  0.113
H (-3.729, 1.121, 1.159)  0.121
H (6.602, -4.321, 1.513)  0.116
H (-3.279, 3.500, 1.333)  0.137
H (4.976, 1.752, -1.500)  0.120
H (8.861, -2.803, -0.314)  0.078
H (2.291, 0.277, -3.863)  0.055
H (6.396, -0.950, 0.980)  0.064
H (5.810, -4.606, -0.011)  0.115
H (4.816, -2.250, 1.106)  0.052
H (0.574, 0.193, -4.160)  0.056
H (0.773, -0.979, 2.343)  -0.046
H (-4.139, 1.256, -0.567)  0.139
H (2.517, -2.386, 1.859)  0.076
H (-9.441, 5.762, -3.831)  0.133
H (1.657, 2.419, 0.840)  -0.201
H (-2.587, 3.100, -0.255)  0.140
H (-3.464, -2.996, 3.804)  0.135
H (2.413, 0.981, 2.602)  -0.021
H (-0.232, -2.000, 0.623)  -0.002
H (-7.963, 3.899, -3.299)  0.123
H (-8.093, 6.575, -3.001)  0.136
H (-2.661, -3.452, 6.061)  0.132
H (7.287, -1.957, 2.063)  0.087
H (-6.517, 4.854, -3.686)  0.136
H (1.571, -3.286, 0.642)  0.100
H (-1.687, -0.025, 0.734)  -0.071
H (6.481, -2.413, -0.802)  0.128
H (-2.192, -4.008, 3.079)  0.135
H (1.195, 1.440, -3.099)  0.030

Force components x, y, z for each atom (eV/Å):
-0.4 0.6 -0.5
-0.3 -0.2 0.0
0.6 -0.2 0.1
-0.9 -0.6 -0.4
0.0 -0.1 0.5
1.2 -0.2 0.3
-0.2 0.4 0.0
-1.0 1.1 -0.3
0.3 0.0 0.0
0.0 -0.1 -0.5
-0.3 0.5 0.3
0.0 0.3 0.1
-0.2 -0.2 -0.1
-0.1 0.0 -0.3
0.3 0.5 0.8
0.1 0.1 -0.2
0.1 0.2 0.0
0.5 0.0 -0.3
0.3 -0.1 0.1
0.0 0.0 0.3
-0.3 0.2 -0.1
-0.2 0.2 -0.2
0.2 -0.1 0.0
-0.4 0.5 0.3
-0.3 0.1 0.1
-0.1 -0.1 -0.2
0.8 -0.3 -0.4
0.0 0.0 -0.3
-0.4 -0.3 0.5
-0.2 0.2 0.2
-0.8 0.1 0.0
0.3 -0.3 -0.3
0.2 0.0 0.4
-0.1 0.3 -0.2
-0.3 -0.2 0.1
0.0 -0.3 -0.2
0.4 0.1 0.2
0.0 0.1 0.7
0.7 0.4 -0.5
-0.2 -0.2 0.7
0.7 -0.9 -0.3
0.1 -0.3 -0.3
0.4 0.1 0.0
0.1 0.0 -0.3
-0.1 -0.4 0.0
-0.3 -0.1 0.2
0.2 -0.1 0.0
0.1 -0.2 0.7
-0.1 0.0 0.1
0.2 -0.2 0.1
0.0 0.0 0.0
-0.3 0.0 -0.6
-0.3 -0.2 0.0
0.4 -0.1 0.1
-0.1 0.3 0.0
-0.1 -0.1 -0.3
0.0 0.0 -0.2
-0.3 -0.2 -0.2
0.3 -0.3 -0.1
0.0 0.0 0.0
-0.3 0.3 0.1
0.0 0.0 0.0
0.0 -0.1 0.2
-0.1 0.1 -0.1
0.1 0.2 0.0
0.0 -0.3 0.2
0.3 -0.2 0.1
0.0 -0.1 -0.2
0.1 0.1 -0.1
0.0 0.0 0.0
0.4 -0.2 0.3
0.0 0.0 0.0
-0.5 0.2 -0.1
0.0 0.1 -0.2
-0.2 0.1 -0.2
0.0 0.0 0.0
0.0 0.2 0.3

Summary:
HOMO-LUMO gap = 6.359 eV
multiplicity = 1
charge = -1
highest occupied orbital energy = -4.526 eV
molecular weight = 775.48 g mol⁻¹